Here is C4H6O2 in the gas phase from OMol25. Energies are from ωB97M-V/def2-TZVPD.

Results
Lowest unoccupied orbital energy (eV): 0.85
Max |F| (eV/Å): 1.11
Energy above the lowest of the compared OMol25 structures with the same formula, charge and spin (eV): 2.095

XYZ file:
```
12
Properties=species:S:1:pos:R:3:forces:R:3:mulliken_charge:R:1
O 2.5026 -0.7585 0.2778 -0.2 0.2 0.3 -0.472
C 1.6526 -0.0181 0.7051 0.1 -0.2 -0.1 -0.079
C 0.5743 0.4883 -0.2437 0.1 -0.3 -0.3 0.254
C -0.4152 -0.6143 -0.6016 -0.2 -0.1 0.0 -0.342
C -1.5627 -0.6633 0.0799 0.1 -0.2 -0.1 -0.724
O -0.2182 1.5548 0.2305 0.2 0.3 -0.1 -0.563
H 1.6340 0.2892 1.7712 -0.2 0.0 -0.2 0.359
H 1.1338 0.8317 -1.1245 -0.1 -0.4 -0.1 0.263
H -0.2170 -1.2463 -1.4621 -0.1 0.1 0.1 0.328
H -0.9729 1.4268 -0.3746 0.0 0.9 0.7 0.389
H -1.6683 -0.0982 1.0050 -0.1 0.1 -0.4 0.308
H -2.4430 -1.1921 -0.2629 0.3 -0.5 0.1 0.279
```
Positions in Å, forces in eV/Å.